(1)
A cluster of 2 separate species, C5H13NO in total. Source: the Open Molecules 2025 dataset; level of theory: the ωB97M-V functional and the def2-TZVPD basis.

```
20
Properties=species:S:1:pos:R:3:forces:R:3:lowdin_charge:R:1
C 2.181570 -0.636118 0.195797 0.0454 0.3300 -0.1287 -0.104
C 1.434651 0.684050 0.424006 0.0754 -0.2430 -0.1581 -0.230
C -0.022844 0.643871 0.014493 0.1374 0.4857 0.5160 -0.327
C -0.909201 0.040745 0.802422 -0.2781 0.5038 -0.0910 -0.203
N -2.293184 0.042838 0.525318 -0.2985 0.0650 0.3749 0.042
C -0.480505 1.500699 -1.138296 0.1023 -0.6385 -0.2363 -0.061
H 3.234584 -0.478974 0.434892 0.0611 -0.2090 -0.1139 0.068
H 1.808112 -1.445384 0.816110 -0.1481 -0.0350 0.1327 0.068
H 2.086468 -0.953974 -0.846627 0.1341 0.0257 0.0432 0.076
H 1.538003 0.969279 1.472539 -0.0581 0.0118 0.0491 0.105
H 1.944200 1.461095 -0.149662 -0.0378 0.0462 0.0158 0.100
H -0.619885 -0.396432 1.747216 0.1348 -0.3974 -0.0926 0.124
H -2.633007 0.962677 0.262112 0.0726 -0.1453 -0.2202 0.075
H -2.840597 -0.252738 1.323431 0.0813 -0.0940 -0.0818 0.077
H 0.375753 1.783086 -1.746867 -0.0695 0.1162 -0.1201 0.072
H -0.979781 2.406288 -0.796471 0.0183 0.2125 0.1029 0.079
H -1.199539 0.974482 -1.773555 0.0513 0.0018 -0.0105 0.078
H -1.640707 -2.592691 -0.439652 0.2027 0.0398 -0.0011 0.029
H -0.291996 -1.936017 -0.689265 -0.0455 0.0437 0.1222 0.000
O -0.692099 -2.776777 -0.437933 -0.1811 -0.1199 -0.1025 -0.069
```
Positions in Å, forces in eV/Å.

Properties
Molecular weight, g/mol: 103.16
SMILES: CC/C(C)=C/N.O
Largest force on an atom, eV/A: 0.722
Orbital gap, eV: 9.07
Total energy, hartree: -328.283044
Relative energy (zero: lowest compared OMol25 entry of this formula, charge and spin), eV: 0.974

(2)
A cluster of 2 separate species, C4H11ClN3 in total in a non-equilibrium geometry. Source: the Open Molecules 2025 dataset; level of theory: the ωB97M-V functional and the def2-TZVPD basis.

```
19
Properties=species:S:1:pos:R:3:forces:R:3:lowdin_charge:R:1
C -1.369674 0.637735 -0.878472 2.0262 2.8656 2.9295 -0.063
C -0.859612 -0.249044 0.253160 0.7688 -2.4396 -1.1621 -0.210
C 0.091847 -1.279411 -0.218959 0.7436 -2.2682 0.2297 -0.075
C 2.373471 0.769249 -0.620614 -0.6374 -0.9706 0.4571 -0.584
N 1.133518 1.613194 1.126634 0.1038 1.7599 0.3701 0.013
N 1.435071 1.476281 -0.201554 0.0207 2.0858 0.0782 -0.123
N 0.428290 -2.370454 0.465545 -0.9201 1.5627 -0.5779 0.204
Cl 3.283043 -0.497894 0.203539 -0.0160 0.7335 0.1770 0.639
H -1.664587 0.054362 -1.649621 -1.2239 -1.5927 -2.5469 0.042
H -0.572502 1.378849 -1.201882 -1.2234 -0.9004 0.3060 0.094
H -2.198361 1.157290 -0.390306 -0.0419 0.2514 -0.7327 0.095
H -0.059048 0.196593 0.897497 -1.5451 0.6921 0.8272 0.098
H -1.740578 -0.808640 0.638994 0.8401 0.6143 0.8680 0.152
H 0.664620 -1.140360 -1.124681 -0.2165 -0.0713 -0.4462 0.130
H 2.493635 0.825159 -1.652407 0.7559 -0.3799 -1.6827 0.067
H 0.939761 2.647702 1.403519 0.3555 -2.4619 -1.0027 0.176
H 0.056733 -2.405714 1.396358 -0.4021 -0.4557 0.4404 0.135
H 1.970433 1.291134 1.552908 0.5940 -0.0966 1.7551 0.049
H 0.973926 -3.196546 0.188170 0.0179 1.0715 -0.2871 0.161
```
Positions in Å, forces in eV/Å.

Properties
Molecular weight, g/mol: 136.61
Largest force on an atom, eV/A: 4.572
Orbital gap, eV: 9.17
Total energy, hartree: -783.126804
Relative energy (zero: lowest compared OMol25 entry of this formula, charge and spin), eV: 2.218
Net charge: +1

(3)
A cluster of 11 separate species, C29H67N11O21PSSi in total in a non-equilibrium geometry. Source: the Open Molecules 2025 dataset; level of theory: the ωB97M-V functional and the def2-TZVPD basis.

```
131
Properties=species:S:1:pos:R:3:forces:R:3:lowdin_charge:R:1
C -1.675557 -3.776599 3.238084 -0.1443 -1.3778 0.4646 -0.139
N -2.318709 -3.935226 1.868479 1.1949 1.3719 0.0600 -0.173
C -2.537275 -2.592551 1.201101 2.0479 -0.5845 -1.6152 -0.426
S -4.032617 -1.641931 1.808814 0.0678 -1.5718 -0.8664 0.827
C -4.601584 -0.638048 0.291588 0.1852 2.2342 -0.4439 -0.343
C -6.142707 -0.065794 0.461475 -0.6729 -0.2356 -0.4930 -0.221
C -6.231756 1.541338 0.027614 -0.7248 -0.3316 0.8230 -0.197
C -5.551206 2.537410 1.146299 -0.3854 1.1320 -0.2514 -0.208
C -4.340548 3.501446 0.515848 -0.7764 -0.0976 0.4922 -0.197
C -2.904213 3.024462 1.149663 -0.1905 0.3037 0.3653 -0.225
C -1.757524 4.202452 1.196419 -0.5338 0.9215 -0.8430 -0.236
C -0.494597 3.873738 0.197090 -1.2178 -0.0240 -0.5421 -0.272
Si 1.030533 3.074461 1.075703 0.2370 0.3333 0.0382 0.506
C 2.549569 4.208084 0.738232 0.5899 0.8492 0.3306 -0.217
C 0.857521 2.897537 2.987526 -0.4789 -0.7291 1.2700 -0.230
C 1.193652 1.277245 0.365977 0.3457 -4.2977 -1.8467 -0.199
C 0.976282 1.043794 -1.271306 0.8380 -3.9161 2.6372 -0.037
C 1.067527 -0.508703 -1.870895 0.2538 0.4981 3.3939 -0.049
C 1.345861 -1.832290 -0.914367 -0.1029 5.0439 2.1133 -0.062
C 1.584698 -1.521310 0.707008 -1.0235 2.5476 -2.1618 -0.092
C 1.503826 0.004417 1.354405 -0.6564 -1.1226 -4.4047 -0.076
P -3.490024 -0.119256 3.245713 1.5066 2.5985 0.1922 0.779
C -3.311469 -0.824689 5.011195 1.4473 -0.8504 0.1886 -0.299
O -1.896242 0.406471 2.734498 -1.3539 -2.4479 1.6693 -0.396
H -1.526289 -4.882396 3.659868 -0.4699 2.5810 -0.8936 0.088
H -0.616210 -3.281849 3.188890 -1.9409 -0.5330 0.2333 0.098
H -2.432575 -3.256808 3.963577 1.6095 -0.7974 -1.4034 0.074
H -1.604055 -4.439829 1.262313 -1.3554 0.8982 0.8562 0.125
H -2.733828 -2.820989 0.046549 0.3568 0.7644 2.5580 0.132
H -1.576801 -1.895061 1.311194 -2.0629 -1.1525 -0.3889 0.104
H -3.898342 0.326713 0.293421 -1.3223 -2.2353 -0.1948 0.095
H -4.434145 -1.272790 -0.683771 -0.2517 1.0845 2.2077 0.120
H -6.556952 -0.257486 1.560052 1.0718 0.6565 -2.2801 0.103
H -6.880961 -0.664460 -0.257394 1.7929 1.1122 1.5394 0.125
H -7.392616 1.799388 -0.005653 2.4967 -0.6777 -0.0750 0.121
H -5.802646 1.736091 -1.055089 -0.7460 -0.5798 2.2504 0.118
H -6.402231 3.288662 1.506200 1.7737 -1.7492 -0.7045 0.118
H -5.176549 1.980421 2.117006 -0.7749 0.9521 -2.1442 0.061
H -4.398767 3.426962 -0.658078 0.4135 0.1051 2.2906 0.110
H -4.623532 4.631480 0.775248 0.9417 -2.4733 -0.3964 0.119
H -3.109689 2.683529 2.263050 0.3852 0.5553 -2.3513 0.086
H -2.530154 2.098607 0.518310 -0.5556 1.7789 1.4210 0.101
H -2.276507 5.182379 0.758470 1.0807 -2.0324 1.0684 0.111
H -1.414718 4.485137 2.304330 -0.7641 -0.8696 -2.4403 0.109
H -0.891317 3.096104 -0.616660 0.8362 1.8271 1.5806 0.078
H -0.159185 4.850811 -0.356191 -0.6067 -1.8592 0.9998 0.088
H 2.812170 4.199539 -0.409080 -0.2825 0.0900 2.3356 0.035
H 2.227179 5.314060 1.051053 0.6494 -2.2855 -0.7721 0.068
H 3.474478 3.919250 1.424079 -2.0771 0.6269 -1.7859 0.036
H 0.701308 3.911910 3.550071 0.3698 -1.8879 -1.0801 0.055
H 1.816395 2.368375 3.419811 -1.7868 1.1303 -0.7697 0.048
H -0.065086 2.195631 3.240387 1.8069 1.4768 -0.4345 0.034
H 0.755669 1.966716 -1.990544 0.5931 -2.2816 1.7281 0.082
H 0.889691 -0.685104 -3.015372 0.4054 0.3590 2.4242 0.060
H 1.393776 -2.916180 -1.356548 -0.0851 2.4206 0.9833 0.081
H 1.787193 -2.422197 1.428153 -0.3437 1.8960 -1.5618 0.065
H 1.667707 0.151010 2.524157 -0.3547 -0.3257 -2.8966 0.086
H -3.307146 0.080583 5.779553 -0.3138 -1.8194 -1.8960 0.090
H -2.232360 -1.317457 5.084015 -2.3666 0.7516 0.1173 0.055
H -4.170255 -1.596774 5.201314 1.7013 1.5404 -0.2274 0.058
H -1.189459 -0.212498 3.083253 -0.8450 0.9511 -0.6432 0.054
C 6.090291 1.221574 1.022858 0.1516 -0.2817 -0.0610 0.036
N 6.360302 2.646117 0.689068 0.6864 0.8710 -0.2949 -0.409
O 7.472543 2.916888 0.221622 -1.8150 -0.1461 0.6596 0.069
O 5.448030 3.452307 0.905603 1.5585 -0.9631 -0.3897 0.014
H 6.975037 0.628432 0.782107 -0.1903 0.2353 0.0130 0.095
H 5.869945 1.169514 2.091051 -0.1068 0.0547 -0.2298 0.105
H 5.235540 0.899300 0.424729 0.0437 0.0732 0.2389 0.084
C 5.190291 -3.988721 0.758152 0.1879 -0.3291 -0.0019 0.054
N 5.460302 -2.564177 0.424362 0.3599 0.6722 -0.1458 -0.404
O 6.572543 -2.293406 -0.043084 -1.6174 -0.0208 0.6140 0.053
O 4.548030 -1.757988 0.640897 1.4366 -0.8332 -0.3753 0.026
H 6.075037 -4.581862 0.517401 -0.1722 0.2714 0.0139 0.104
H 4.969945 -4.040780 1.826345 -0.1222 0.0458 -0.2379 0.101
H 4.335540 -4.310994 0.160023 0.0586 0.1265 0.2203 0.103
C -8.102712 -0.481841 5.474711 -0.2327 0.1652 0.1946 0.054
N -6.941718 -0.388694 4.548933 0.2718 0.5758 -0.2322 -0.402
O -6.561268 0.743873 4.230416 -0.2180 -1.8416 0.1843 0.031
O -6.444971 -1.455164 4.168205 -0.1970 1.3947 0.1863 -0.003
H -8.435939 0.527251 5.726200 0.2152 -0.2129 -0.1553 0.106
H -8.892492 -1.031435 4.958482 0.2360 -0.0249 0.1148 0.061
H -7.769212 -1.011915 6.369148 -0.0502 -0.0353 -0.2334 0.110
C 3.911007 5.406151 -3.525707 0.0532 0.3121 0.1926 0.050
N 2.990220 4.244817 -3.656476 -0.6042 -0.6137 -0.0090 -0.406
O 1.978048 4.242277 -2.946261 1.2645 -0.3515 -1.1076 0.032
O 3.309439 3.368586 -4.468503 -0.6911 1.0215 1.1559 0.038
H 3.507542 6.094791 -2.780360 0.0091 -0.2770 -0.1777 0.100
H 4.883052 5.021975 -3.209740 -0.1481 0.0178 -0.1837 0.108
H 3.973251 5.888981 -4.503060 0.0711 -0.2030 0.1331 0.106
C 0.597413 -6.543912 3.867340 -0.1310 0.1511 0.2162 0.032
N 1.758406 -6.450765 2.941562 0.9328 -0.4269 -0.7178 -0.419
O 2.138856 -5.318198 2.623045 -0.3204 -1.3406 0.2081 0.026
O 2.255153 -7.517235 2.560834 -0.7337 1.9321 0.5488 0.073
H 0.264185 -5.534820 4.118829 0.3329 -0.3099 -0.1013 0.058
H -0.192367 -7.093506 3.351112 0.2121 -0.0593 0.1268 0.108
H 0.930912 -7.073986 4.761777 -0.0845 -0.0394 -0.2449 0.110
C 5.397413 -0.600162 -2.688910 -0.2319 0.1553 0.1706 0.043
N 6.558406 -0.507015 -3.614688 0.7932 0.3636 -0.6143 -0.407
O 6.938856 0.625552 -3.933205 -0.3728 -1.8070 0.3101 0.061
O 7.055153 -1.573485 -3.995416 -0.5926 1.5510 0.4085 0.040
H 5.064185 0.408930 -2.437421 0.1476 -0.2107 -0.1679 0.094
H 4.607633 -1.149756 -3.205138 0.1852 0.0073 0.1075 0.104
H 5.730912 -1.130236 -1.794473 -0.0259 0.0271 -0.2551 0.061
C 0.395741 1.668645 -5.723077 -0.1201 0.2416 0.0037 0.043
N -0.036160 0.261031 -5.509231 -0.4688 -0.7205 0.1094 -0.428
O -1.202925 0.076301 -5.143940 1.6734 -0.0901 -0.4260 0.045
O 0.808248 -0.618751 -5.714242 -1.2542 0.9981 0.4168 0.034
H -0.443928 2.332583 -5.506984 0.1557 -0.2759 -0.0564 0.104
H 1.227528 1.864931 -5.043445 -0.0111 -0.0658 -0.1990 0.079
H 0.704054 1.763846 -6.766196 0.0353 -0.0179 0.2487 0.080
C 3.720834 2.423062 -8.099299 0.1128 0.0043 0.3474 0.044
N 2.550476 2.799759 -8.937157 -0.6209 0.1423 -0.9574 -0.417
O 1.591157 3.329163 -8.364147 1.0053 -0.6411 -0.8863 0.032
O 2.627898 2.553493 -10.146466 -0.3141 0.4858 1.9660 0.065
H 3.515553 2.696517 -7.062170 -0.0366 -0.0191 -0.2761 0.074
H 3.859831 1.344123 -8.193467 0.0436 0.2223 -0.1197 0.106
H 4.586810 2.969740 -8.478043 -0.1535 -0.2096 -0.0379 0.105
C -12.686333 -2.040882 3.432997 -0.1926 0.0528 -0.3247 0.048
N -11.333217 -1.868677 4.027192 0.6470 -0.0069 0.4691 -0.413
O -10.459826 -1.366911 3.310029 -0.8598 -0.6435 1.1318 0.041
O -11.186053 -2.241948 5.196842 0.0883 0.6754 -1.7657 0.059
H -12.670563 -1.671726 2.405365 0.1245 -0.0708 0.2992 0.099
H -12.923299 -3.106525 3.456463 0.0180 0.2168 0.1480 0.107
H -13.388150 -1.464396 4.039079 0.1409 -0.2203 -0.0073 0.107
C 9.715916 -3.586264 -4.491602 -0.0654 0.0759 -0.3071 0.038
N 9.934622 -4.764022 -3.609164 0.2145 -0.9149 0.4855 -0.427
O 10.125545 -5.855179 -4.158554 -0.2703 1.4219 1.0275 0.051
O 9.908599 -4.559885 -2.389852 0.0424 -0.4640 -1.6675 0.042
H 9.765238 -3.911058 -5.533058 0.0251 -0.0419 0.3264 0.098
H 8.729011 -3.180165 -4.260517 0.2930 0.0153 0.0628 0.069
H 10.504019 -2.862003 -4.275828 -0.2344 -0.0925 0.0835 0.105
```
Positions in Å, forces in eV/Å.

Properties
Molecular weight, g/mol: 997.04
Largest force on an atom, eV/A: 5.470
Orbital gap, eV: 7.82
Total energy, hartree: -4354.906408
Relative energy (zero: lowest compared OMol25 entry of this formula, charge and spin), eV: 14.394
Net charge: +1